[1]
Molecular formula: C15H16FNO2S2
Method: DFT, ωB97M-V/def2-TZVPD

Element x y z (Å)
O: 1.754 2.948 -0.677
S: 1.720 1.566 -1.052
O: 2.720 1.068 -1.946
N: 1.663 0.599 0.306
C: 1.731 1.225 1.615
C: 0.474 2.046 1.897
C: -0.809 1.240 1.765
S: -0.849 -0.183 2.917
C: -0.342 -1.506 1.837
C: -1.061 -1.787 0.685
C: -0.668 -2.836 -0.126
C: 0.434 -3.605 0.210
C: 1.137 -3.332 1.370
C: 0.748 -2.287 2.189
C: 0.102 1.219 -1.746
C: -0.860 2.206 -1.836
C: -2.110 1.909 -2.354
C: -2.390 0.622 -2.788
C: -1.431 -0.374 -2.704
C: -0.190 -0.062 -2.176
F: 0.742 -1.021 -2.070
H: 2.270 -0.196 0.193
H: 1.825 0.429 2.356
H: 2.604 1.885 1.690
H: 0.438 2.881 1.197
H: 0.551 2.444 2.910
H: -0.922 0.847 0.757
H: -1.672 1.857 2.015
H: -1.930 -1.198 0.430
H: -1.233 -3.063 -1.018
H: 0.738 -4.419 -0.430
H: 1.992 -3.935 1.641
H: 1.281 -2.074 3.103
H: -0.602 3.197 -1.497
H: -2.863 2.679 -2.423
H: -3.362 0.390 -3.196
H: -1.630 -1.378 -3.043

HOMO in eV: -8.525
Spin multiplicity: 1
F_max in hartree/bohr: 0.018
Net charge: 0
Gap between HOMO and LUMO in eV: 9.1

Need the Löwdin charges? In units of e they are: -0.282 0.665 -0.266 -0.113 -0.241 -0.250 -0.450 0.939 -0.550 -0.111 -0.093 -0.085 -0.083 -0.123 -0.208 -0.053 -0.069 -0.064 -0.004 -0.274 0.081 0.113 0.099 0.120 0.093 0.113 0.047 0.075 0.110 0.101 0.104 0.104 0.102 0.117 0.107 0.109 0.120



[2]
Molecular formula: C15H16IrN7O3S2
Method: DFT, ωB97M-V/def2-TZVPD

Element x y z (Å)
Ir: -0.228 0.281 0.151
N: 3.745 -0.110 1.498
C: 4.161 -0.158 0.193
C: 3.031 -0.103 -0.568
N: 1.947 -0.033 0.264
C: 2.405 -0.036 1.508
C: 1.452 0.041 2.582
N: 0.171 0.200 2.270
C: -0.556 0.206 3.420
C: 0.311 0.051 4.461
N: 1.565 -0.051 3.916
H: 4.362 -0.127 2.297
H: 5.197 -0.233 -0.088
H: 2.933 -0.143 -1.639
H: -1.629 0.286 3.421
H: 0.127 0.013 5.520
H: 2.408 -0.195 4.451
O: -2.384 -1.390 1.820
C: -2.906 -0.809 0.895
N: -2.186 -0.208 -0.123
S: -3.178 0.681 -1.158
O: -2.965 2.086 -0.878
O: -2.933 0.291 -2.512
C: -4.691 0.122 -0.430
C: -5.994 0.372 -0.804
C: -6.990 -0.123 0.032
C: -6.678 -0.847 1.177
C: -5.360 -1.124 1.517
C: -4.366 -0.622 0.695
H: -6.233 0.924 -1.702
H: -8.025 0.058 -0.221
H: -7.474 -1.207 1.815
H: -5.105 -1.723 2.381
C: 1.960 2.669 -3.757
N: 1.600 2.624 -2.343
C: 0.368 2.684 -1.881
N: -0.674 2.846 -2.653
S: 0.141 2.640 -0.126
H: 3.041 2.620 -3.842
H: 1.627 3.599 -4.221
H: 1.527 1.820 -4.290
H: 2.338 2.584 -1.660
H: -0.605 2.883 -3.661
H: -1.599 2.793 -2.220

HOMO (alpha / beta) in eV: -14.785 / -14.790
Spin multiplicity: 1
F_max in hartree/bohr: 0.044
Net charge: +2
Gap between HOMO and LUMO (alpha / beta) in eV: 6.3 / 6.3
Relative energy (zero: lowest compared OMol25 entry of this formula, charge and spin) in kcal per mole: 45.1

Need the Löwdin charges? In units of e they are: 1.207 0.158 -0.017 -0.092 -0.064 -0.251 -0.234 -0.014 -0.054 0.001 0.161 0.184 0.140 0.121 0.128 0.144 0.185 0.076 -0.505 -0.252 0.655 -0.340 -0.273 -0.210 -0.004 -0.021 -0.020 0.029 -0.139 0.134 0.125 0.124 0.134 -0.022 -0.020 -0.753 0.200 0.723 0.103 0.107 0.105 0.120 0.140 0.083



[3]
Molecular formula: C15H16N2O4S
Method: DFT, ωB97M-V/def2-TZVPD

Element x y z (Å)
C: -0.817 -1.553 2.208
C: 0.010 -2.204 1.116
O: 1.252 -1.498 1.002
C: 2.025 -1.804 -0.034
O: 1.743 -2.603 -0.884
C: 3.335 -1.039 -0.027
S: 3.320 0.410 1.069
C: 1.849 1.225 0.504
C: 1.596 1.558 -0.779
C: 2.506 1.372 -1.823
N: 3.239 1.244 -2.700
C: 0.215 2.093 -1.120
C: -0.694 0.914 -1.322
C: -0.608 -0.141 -2.181
C: -1.720 -0.972 -1.895
C: -2.402 -0.370 -0.879
C: -3.651 -0.737 -0.161
O: -1.777 0.775 -0.524
C: -0.272 2.985 0.020
C: -0.182 2.280 1.355
O: -0.970 2.400 2.259
N: 0.936 1.490 1.495
H: -1.065 -0.528 1.946
H: -0.267 -1.552 3.145
H: -1.738 -2.112 2.341
H: 0.232 -3.250 1.355
H: -0.500 -2.173 0.147
H: 4.118 -1.689 0.369
H: 3.602 -0.752 -1.044
H: 0.272 2.670 -2.050
H: 0.149 -0.309 -2.920
H: -1.970 -1.893 -2.381
H: -4.522 -0.333 -0.678
H: -3.753 -1.817 -0.112
H: -3.632 -0.323 0.844
H: -1.304 3.297 -0.140
H: 0.354 3.881 0.082
H: 1.087 1.054 2.397

HOMO in eV: -8.445
Spin multiplicity: 1
F_max in hartree/bohr: 0.020
Net charge: 0
Gap between HOMO and LUMO in eV: 8.5
Relative energy (zero: lowest compared OMol25 entry of this formula, charge and spin) in kcal per mole: 27.9

Need the Löwdin charges? In units of e they are: -0.046 -0.190 -0.054 -0.558 0.127 -0.326 1.014 -0.491 -0.204 -0.224 0.185 -0.172 -0.224 0.002 -0.023 -0.327 -0.005 0.076 -0.029 -0.458 0.101 0.117 0.058 0.082 0.082 0.133 0.108 0.097 0.071 0.161 0.119 0.115 0.084 0.085 0.084 0.137 0.145 0.146



[4]
Molecular formula: C15H16N2OS
Method: DFT, ωB97M-V/def2-TZVPD

Element x y z (Å)
C: 0.319 4.494 2.628
H: -0.436 3.615 2.414
H: 1.162 4.008 3.239
C: 0.979 4.857 1.175
C: 1.656 3.730 0.465
O: 2.853 3.588 0.978
N: 0.934 2.950 0.010
C: -0.244 3.002 -0.604
H: -0.368 4.019 -1.025
C: -0.847 1.917 -1.534
C: -0.220 0.575 -0.911
C: 1.016 0.512 -0.558
S: 0.986 -1.116 -0.127
C: -0.498 -1.572 -0.392
N: -1.140 -0.498 -1.089
C: -1.167 -2.760 -0.186
C: -0.559 -3.855 0.263
C: -1.014 -5.079 0.471
C: -2.164 -5.505 -0.059
C: -2.970 -4.325 -0.469
C: -2.376 -3.040 -0.817
H: -2.912 -2.191 -0.989
H: -3.906 -4.554 -0.846
H: -2.682 -6.304 0.266
H: -0.140 -5.999 0.694
H: 0.617 -3.785 0.607
C: 1.628 1.660 -0.574
H: 2.355 1.650 -1.486
H: 2.573 1.561 0.294
H: -1.950 1.992 -1.574
H: -0.220 2.062 -2.486
H: -0.918 2.970 0.267
H: 1.777 5.635 1.415
H: 0.174 5.340 0.457
H: -0.165 5.468 2.967

HOMO in eV: -8.645
Spin multiplicity: 1
F_max in hartree/bohr: 0.361
Net charge: 0
Gap between HOMO and LUMO in eV: 8.3
Relative energy (zero: lowest compared OMol25 entry of this formula, charge and spin) in kcal per mole: 261.0

Need the Löwdin charges? In units of e they are: -0.071 0.081 0.091 -0.164 -0.572 -0.050 -0.007 -0.215 0.139 -0.021 -0.370 -0.549 1.200 -0.581 0.126 -0.292 -0.128 -0.160 -0.049 0.013 0.028 0.074 0.063 0.064 0.185 0.157 -0.110 0.187 0.206 0.126 0.141 0.134 0.124 0.123 0.080



[5]
Molecular formula: C15H16N6O4
Method: DFT, ωB97M-V/def2-TZVPD

Element x y z (Å)
O: -3.446 2.225 3.318
N: -3.259 1.067 3.751
O: -3.219 0.799 4.977
C: -3.092 0.004 2.801
C: -3.059 -1.345 3.279
N: -3.049 -2.425 2.492
C: -3.024 -2.212 1.177
N: -3.121 -3.166 0.201
O: -3.214 -2.440 -1.004
N: -3.157 -1.035 -0.742
O: -3.247 -0.240 -1.662
C: -3.025 -0.884 0.631
C: -3.089 0.244 1.426
H: -3.088 -1.515 4.354
H: -3.266 1.205 0.981
C: 2.950 2.383 -1.241
N: 2.588 1.330 -0.331
C: 3.633 0.346 -0.041
C: 3.164 -0.337 1.252
C: 2.069 0.567 1.850
C: 1.974 1.787 0.909
C: 0.558 2.257 0.668
C: -0.163 1.816 -0.447
C: -1.471 2.268 -0.604
C: -2.046 3.027 0.436
N: -1.387 3.281 1.554
C: -0.106 3.017 1.666
H: 2.086 3.028 -1.427
H: 3.765 3.015 -0.844
H: 3.280 1.964 -2.196
H: 3.771 -0.354 -0.880
H: 4.608 0.851 0.122
H: 2.737 -1.316 1.020
H: 3.998 -0.455 1.945
H: 1.105 0.036 1.861
H: 2.284 0.916 2.866
H: 2.567 2.617 1.346
H: 0.337 1.191 -1.189
H: -2.065 1.992 -1.464
H: -3.073 3.374 0.382
H: 0.438 3.382 2.550

HOMO in eV: -8.781
Spin multiplicity: 1
F_max in hartree/bohr: 0.064
Net charge: 0
Gap between HOMO and LUMO in eV: 6.5
Relative energy (zero: lowest compared OMol25 entry of this formula, charge and spin) in kcal per mole: 0.0

Need the Löwdin charges? In units of e they are: 0.069 -0.309 0.058 -0.099 -0.006 0.146 -0.296 0.153 0.040 -0.145 0.080 -0.086 0.124 0.128 0.101 -0.089 -0.218 -0.177 -0.152 -0.115 -0.298 -0.155 -0.017 -0.064 -0.179 0.053 -0.080 0.082 0.090 0.090 0.119 0.115 0.105 0.104 0.112 0.113 0.152 0.121 0.091 0.113 0.126



[6]
Molecular formula: C15H17B2F4N4O6PtS
Method: DFT, ωB97M-V/def2-TZVPD

Element x y z (Å)
Pt: -0.574 1.928 -0.135
C: -3.835 -0.779 0.379
C: -2.902 0.371 0.245
N: -1.595 0.234 -0.037
O: -0.986 -0.959 -0.012
B: 1.083 -0.610 -1.572
F: 1.383 -1.859 -1.817
F: 0.131 -0.021 -2.270
O: 1.779 0.046 -0.625
N: 1.335 1.329 -0.269
C: 2.232 2.246 0.033
C: 3.701 2.030 0.009
C: 1.660 3.529 0.345
N: 0.360 3.593 0.173
O: -0.305 4.725 0.332
B: -1.592 4.743 -0.513
F: -1.250 4.062 -1.686
F: -2.004 5.994 -0.672
O: -2.646 3.917 0.164
N: -2.374 2.608 0.146
C: -3.344 1.717 0.296
C: -4.763 2.115 0.483
C: 2.446 4.723 0.744
H: -3.348 -1.706 0.092
H: -4.688 -0.615 -0.279
H: -4.210 -0.869 1.400
H: 3.940 1.046 -0.381
H: 4.122 2.124 1.010
H: 4.177 2.784 -0.619
H: -4.857 3.181 0.287
H: -5.092 1.916 1.505
H: -5.407 1.555 -0.194
H: 3.436 4.448 1.090
H: 1.908 5.261 1.525
H: 2.537 5.402 -0.107
O: 3.454 -6.599 -1.010
C: 2.149 -6.602 -0.750
O: 1.471 -7.574 -0.920
C: 1.552 -5.318 -0.223
C: 2.265 -4.395 0.540
C: 1.627 -3.288 1.070
C: 0.274 -3.086 0.809
S: -0.559 -1.728 1.537
C: -0.440 -3.991 0.027
C: 0.200 -5.100 -0.478
H: 3.888 -5.746 -0.875
H: 3.312 -4.544 0.767
H: 2.170 -2.577 1.672
H: -1.486 -3.831 -0.172
H: -0.337 -5.829 -1.063

HOMO in eV: -12.222
Spin multiplicity: 1
F_max in hartree/bohr: 0.069
Net charge: +1
Gap between HOMO and LUMO in eV: 7.0

Need the Löwdin charges? In units of e they are: 1.376 0.026 -0.196 -0.191 -0.473 -0.906 0.308 0.261 0.154 -0.052 -0.190 0.032 -0.215 -0.139 0.101 -1.070 0.119 0.262 0.109 -0.100 -0.212 0.030 0.025 0.081 0.104 0.116 0.092 0.113 0.114 0.098 0.112 0.099 0.086 0.105 0.116 0.146 -0.483 0.151 -0.099 -0.004 -0.079 -0.539 1.065 -0.061 0.018 0.112 0.123 0.114 0.113 0.132



[7]
Molecular formula: C15H17BaIN2
Method: DFT, ωB97M-V/def2-TZVPD

Element x y z (Å)
C: 3.787 2.042 1.121
C: 3.824 1.786 -0.764
H: 2.936 2.693 1.442
H: 4.686 2.647 1.220
H: 3.962 1.106 1.720
H: 3.003 2.325 -1.284
H: 4.743 2.321 -1.002
H: 3.994 0.716 -1.083
Ba: 2.022 0.749 0.314
C: 2.999 -1.150 -1.680
H: 3.370 -0.738 -2.630
H: 2.069 -1.721 -1.807
H: 3.770 -1.703 -1.123
I: 2.914 -1.240 2.754
C: -1.932 -0.043 3.639
C: -0.757 0.276 2.934
N: -0.670 0.228 1.598
C: -1.732 -0.191 0.881
C: -2.970 -0.556 1.522
C: -3.041 -0.460 2.927
C: -4.061 -1.000 0.722
C: -3.961 -1.097 -0.646
C: -2.760 -0.760 -1.335
C: -2.626 -0.866 -2.733
C: -1.424 -0.533 -3.331
C: -0.363 -0.086 -2.523
N: -0.466 0.037 -1.188
C: -1.625 -0.295 -0.581
H: -1.932 0.041 4.723
H: 0.159 0.556 3.466
H: -3.975 -0.725 3.420
H: -4.990 -1.267 1.230
H: -4.809 -1.441 -1.241
H: -3.479 -1.215 -3.313
H: -1.269 -0.609 -4.405
H: 0.605 0.174 -2.963

HOMO in eV: -5.989
Spin multiplicity: 1
F_max in hartree/bohr: 0.178
Net charge: 0
Gap between HOMO and LUMO in eV: 5.5
Relative energy (zero: lowest compared OMol25 entry of this formula, charge and spin) in kcal per mole: 78.9

Need the Löwdin charges? In units of e they are: -0.381 -0.339 0.026 0.052 -0.089 0.030 0.055 -0.016 1.548 -0.344 -0.078 -0.087 -0.070 -0.238 -0.036 -0.141 0.017 -0.143 -0.148 -0.007 -0.024 -0.025 -0.148 -0.006 -0.039 -0.120 0.019 -0.142 0.110 0.076 0.120 0.117 0.117 0.120 0.110 0.106



[8]
Molecular formula: C15H17BaIN2
Method: DFT, ωB97M-V/def2-TZVPD

Element x y z (Å)
C: 0.908 -1.080 -3.315
C: 0.759 0.511 -3.337
H: 1.709 -1.454 -2.651
H: 1.229 -1.370 -4.322
H: -0.043 -1.631 -3.150
H: 1.498 1.049 -2.713
H: 0.997 0.817 -4.361
H: -0.261 0.906 -3.148
Ba: 0.182 -0.350 -1.002
C: -1.692 1.753 -1.661
H: -1.298 2.644 -2.166
H: -1.981 1.967 -0.623
H: -2.501 1.272 -2.226
I: -1.970 -2.734 -1.430
C: 0.397 -3.550 2.973
C: 0.415 -2.895 1.735
N: 0.410 -1.559 1.632
C: 0.342 -0.791 2.741
C: 0.309 -1.391 4.046
C: 0.345 -2.796 4.127
C: 0.239 -0.541 5.191
C: 0.197 0.827 5.075
C: 0.213 1.478 3.807
C: 0.155 2.871 3.654
C: 0.165 3.431 2.389
C: 0.243 2.581 1.272
N: 0.309 1.242 1.390
C: 0.289 0.676 2.618
H: 0.420 -4.633 2.990
H: 0.405 -3.447 0.793
H: 0.325 -3.249 5.120
H: 0.219 -1.017 6.173
H: 0.146 1.460 5.962
H: 0.101 3.481 4.551
H: 0.111 4.499 2.227
H: 0.246 2.979 0.254

HOMO in eV: -5.955
Spin multiplicity: 1
F_max in hartree/bohr: 0.079
Net charge: 0
Gap between HOMO and LUMO in eV: 5.3
Relative energy (zero: lowest compared OMol25 entry of this formula, charge and spin) in kcal per mole: 21.5

Need the Löwdin charges? In units of e they are: -0.379 -0.345 0.028 0.080 -0.075 0.043 0.079 -0.012 1.536 -0.360 -0.077 -0.095 -0.071 -0.249 -0.035 -0.140 -0.013 -0.142 -0.147 -0.003 -0.021 -0.023 -0.151 -0.004 -0.032 -0.116 -0.011 -0.140 0.111 0.073 0.122 0.117 0.117 0.120 0.108 0.106



The highest net charge belongs to which entry?
C15H16IrN7O3S2



Number 1 is which compound?
C15H16FNO2S2